The molecule C23H21ClN2O4S, computed with ωB97M-V/def2-TZVPD.

The calculation puts the total energy at -58721.308 eV. Its HOMO energy is -0.3049 hartree. The calculation puts the molecular weight at 457.0 g mol⁻¹. The calculation puts the LUMO energy at -0.0048 hartree. The SMILES is COc1ccc(Cl)cc1NC(=O)c1ccc2c(SCC(=O)O)c3c(nc2c1)CCCC3.

Each atom is followed by the atoms it is bonded to, with distances in Å.
Geometry (Å):
1 C -7.0367 -1.2985 -0.5160  H2 1.094, O3 1.408, H51 1.089, H52 1.094
2 H -7.6902 -0.7404 0.1614  C1 1.094
3 O -5.8564 -0.5848 -0.7982  C1 1.408, C4 1.366
4 C -5.0294 -0.2577 0.2384  O3 1.366, C5 1.385, C9 1.411
5 C -5.2386 -0.5974 1.5651  C4 1.385, C6 1.387, H50 1.078
6 C -4.3339 -0.2146 2.5445  C5 1.387, C7 1.381, H49 1.078
7 C -3.2306 0.5375 2.1916  C6 1.381, C8 1.386, Cl48 1.727
8 C -3.0084 0.9055 0.8737  C7 1.386, C9 1.387, H47 1.077
9 C -3.8838 0.4861 -0.1166  C4 1.411, C8 1.387, N10 1.392
10 N -3.7157 0.8079 -1.4603  C9 1.392, C11 1.367, H46 1.014
11 C -2.5753 1.0286 -2.1813  N10 1.367, O12 1.213, C13 1.492
12 O -2.6393 1.4368 -3.3215  C11 1.213
13 C -1.2842 0.6884 -1.5161  C11 1.492, C14 1.372, C22 1.410
14 C -0.2570 1.5976 -1.5033  C13 1.372, C15 1.408, H45 1.078
15 C 0.9731 1.2755 -0.8979  C14 1.408, N16 1.343, C20 1.423
16 N 1.9270 2.2195 -0.8452  C15 1.343, C17 1.305
17 C 3.0689 1.9659 -0.2666  N16 1.305, C18 1.421, C36 1.501
18 C 3.3872 0.7013 0.2974  C17 1.421, C19 1.378, C33 1.499
19 C 2.4301 -0.2866 0.2190  C18 1.378, C20 1.415, S25 1.792
20 C 1.1614 -0.0246 -0.3498  C15 1.423, C19 1.415, C21 1.409
21 C 0.0914 -0.9403 -0.3880  C20 1.409, C22 1.366, H24 1.079
22 C -1.1026 -0.5909 -0.9521  C13 1.410, C21 1.366, H23 1.079
23 H -1.9139 -1.3026 -0.9741  C22 1.079
24 H 0.2068 -1.9212 0.0468  C21 1.079
25 S 2.7972 -1.9101 0.8818  C19 1.792, C26 1.846
26 C 2.6986 -2.9238 -0.6579  S25 1.846, C27 1.505, H31 1.087, H32 1.088
27 C 1.9108 -4.1618 -0.3252  C26 1.505, O28 1.201, O29 1.335
28 O 0.7125 -4.2342 -0.2883  C27 1.201
29 O 2.7126 -5.1897 -0.0389  C27 1.335, H30 0.971
30 H 2.1951 -5.9686 0.2209  O29 0.971
31 H 2.1952 -2.3323 -1.4180  C26 1.087
32 H 3.7146 -3.1820 -0.9505  C26 1.088
33 C 4.7065 0.4595 0.9670  C18 1.499, C34 1.524, H43 1.093, H44 1.095
34 C 5.7607 1.4936 0.5900  C33 1.524, C35 1.523, H41 1.091, H42 1.092
35 C 5.1799 2.8927 0.7487  C34 1.523, C36 1.523, H39 1.091, H40 1.092
36 C 4.0658 3.0882 -0.2706  C17 1.501, C35 1.523, H37 1.091, H38 1.095
37 H 3.5294 4.0233 -0.1038  C36 1.091
38 H 4.4945 3.1429 -1.2762  C36 1.095
39 H 5.9520 3.6491 0.5989  C35 1.091
40 H 4.7845 3.0101 1.7599  C35 1.092
41 H 6.6378 1.3655 1.2263  C34 1.091
42 H 6.0720 1.3460 -0.4466  C34 1.092
43 H 5.0530 -0.5489 0.7281  C33 1.093
44 H 4.5437 0.4865 2.0494  C33 1.095
45 H -0.3757 2.5795 -1.9334  C14 1.078
46 H -4.5736 0.8390 -2.0004  N10 1.014
47 H -2.1591 1.5188 0.6241  C8 1.077
48 Cl -2.1043 1.0429 3.3991  C7 1.727
49 H -4.4976 -0.4952 3.5720  C6 1.078
50 H -6.1022 -1.1732 1.8552  C5 1.078
51 H -7.5361 -1.4279 -1.4748  C1 1.089
52 H -6.8177 -2.2810 -0.0873  C1 1.094